--- one ---
Formula: C20H24N4O4S2
Source: OMol25
Level of theory: the ωB97M-V functional and the def2-TZVPD basis

```
54
Properties=species:S:1:pos:R:3:lowdin_charge:R:1
C 2.918 0.450 -5.296 -0.090
O 1.530 0.532 -5.079 -0.085
C 1.007 -0.092 -3.985 -0.277
C -0.379 -0.032 -3.843 0.012
C -1.011 -0.622 -2.770 -0.026
C -0.278 -1.272 -1.776 -0.237
N -0.912 -1.856 -0.667 -0.162
C -0.238 -2.925 0.036 -0.086
C 0.976 -2.497 0.869 -0.500
O 1.942 -3.210 1.038 0.068
N 0.847 -1.266 1.398 0.083
C 1.876 -0.582 2.143 -0.166
C 2.042 0.809 1.626 -0.512
C 1.918 1.246 0.342 -0.128
C 2.123 2.638 0.213 -0.197
C 2.394 3.238 1.400 -0.432
S 2.396 2.115 2.703 1.038
S -2.346 -1.291 0.022 0.721
O -3.223 -0.790 -0.994 -0.274
O -2.827 -2.343 0.865 -0.271
C -1.885 0.078 1.047 -0.197
C -1.768 0.111 2.461 -0.329
C -1.909 -1.012 3.420 -0.017
N -1.476 1.336 2.848 0.144
N -1.414 2.093 1.749 -0.137
C -1.136 3.496 1.863 -0.008
C -1.665 1.386 0.631 -0.233
C -1.682 1.979 -0.724 0.013
C 1.103 -1.356 -1.938 -0.026
C 1.739 -0.778 -3.026 -0.013
H 3.482 0.919 -4.483 0.095
H 3.246 -0.588 -5.413 0.097
H 3.104 0.992 -6.222 0.093
H -0.952 0.472 -4.604 0.122
H -2.084 -0.592 -2.702 0.093
H 0.088 -3.695 -0.671 0.147
H -0.977 -3.367 0.708 0.122
H 0.002 -0.746 1.202 0.086
H 1.622 -0.548 3.210 0.119
H 2.795 -1.169 2.029 0.133
H 1.697 0.597 -0.487 0.091
H 2.077 3.162 -0.726 0.104
H 2.600 4.271 1.594 0.063
H -2.148 -0.618 4.404 0.084
H -0.977 -1.574 3.488 0.078
H -2.686 -1.690 3.080 0.069
H -0.898 3.693 2.906 0.095
H -0.288 3.769 1.234 0.075
H -2.007 4.087 1.575 0.095
H -2.300 1.363 -1.371 0.068
H -0.676 2.020 -1.142 0.086
H -2.084 2.990 -0.695 0.088
H 1.713 -1.889 -1.227 0.109
H 2.811 -0.877 -3.103 0.109
```

HOMO level: -8.25 eV
LUMO level: 0.5 eV
structure (SMILES): COc1ccc(N(CC(=O)NCc2cccs2)S(=O)(=O)c2c(C)nn(C)c2C)cc1
HOMO-LUMO gap: 8.75 eV

=====

--- two ---
Formula: C20H24N4O4S2
Source: OMol25
Level of theory: the ωB97M-V functional and the def2-TZVPD basis

```
54
Properties=species:S:1:pos:R:3:lowdin_charge:R:1
O 0.768 3.154 3.472 0.033
C 0.095 2.143 3.406 -0.547
C 0.544 0.911 4.188 -0.324
S 0.614 -0.693 3.319 0.968
C 1.098 -0.174 1.730 -0.580
N 1.367 1.083 1.550 0.133
C 1.665 1.516 0.305 -0.204
C 1.936 2.875 0.082 -0.009
C 2.204 3.303 -1.192 -0.074
C 2.212 2.401 -2.267 -0.078
C 1.952 1.069 -2.072 -0.015
C 1.673 0.601 -0.779 -0.194
N 1.398 -0.709 -0.568 0.128
C 1.119 -1.100 0.643 -0.587
S 0.684 -2.768 0.898 0.986
C 0.461 -3.207 -0.852 -0.353
C -0.548 -2.230 -1.451 -0.538
O -1.372 -1.671 -0.754 0.019
N -0.474 -2.017 -2.781 -0.052
C 0.317 -2.730 -3.757 -0.117
C -0.627 -3.375 -4.785 -0.188
O -1.459 -2.419 -5.392 -0.128
C -2.245 -1.747 -4.431 -0.176
C -1.363 -1.047 -3.396 -0.104
N -1.105 2.120 2.788 -0.051
C -2.072 1.047 2.720 -0.126
C -2.377 0.721 1.252 -0.173
O -2.818 1.866 0.558 -0.121
C -1.847 2.886 0.603 -0.176
C -1.539 3.289 2.047 -0.101
H -0.121 0.741 5.036 0.089
H 1.548 1.128 4.554 0.088
H 1.923 3.540 0.930 0.116
H 2.413 4.345 -1.378 0.104
H 2.427 2.767 -3.260 0.103
H 1.960 0.362 -2.887 0.105
H 1.436 -3.149 -1.329 0.071
H 0.078 -4.226 -0.864 0.092
H 0.925 -3.503 -3.293 0.117
H 0.970 -2.016 -4.273 0.132
H -0.055 -3.840 -5.589 0.128
H -1.237 -4.142 -4.281 0.131
H -2.845 -1.022 -4.980 0.129
H -2.909 -2.462 -3.923 0.133
H -1.968 -0.592 -2.612 0.128
H -0.756 -0.279 -3.888 0.132
H -1.719 0.154 3.231 0.077
H -2.998 1.392 3.201 0.134
H -3.182 -0.012 1.181 0.133
H -1.486 0.304 0.763 0.105
H -2.261 3.730 0.049 0.128
H -0.921 2.549 0.111 0.116
H -0.744 4.033 2.086 0.122
H -2.446 3.692 2.514 0.135
```

HOMO level: -8.35 eV
LUMO level: -0.2 eV
structure (SMILES): O=C(CSc1nc2ccccc2nc1SCC(=O)N1CCOCC1)N1CCOCC1
HOMO-LUMO gap: 8.12 eV

=====

Which of them is the least stable? Correct choice: one.